The following is a quantum chemistry calculation of C4H7NO2 in the gas phase, from OMol25.

Summary:
**Orbital gap (spin up / spin down)**: 7.469 / 6.600 eV
**Net charge**: 0

Each line ends with the Löwdin charge.
CARTESIAN COORDINATES (ANGSTROEM)
1 C -0.9373 0.3402 -1.4776  -0.01
2 C -0.1357 -0.0357 -0.3103  -0.02
3 C 0.9322 -1.0425 -0.3750  -0.42
4 O 2.0307 -0.6405 0.2466  -0.16
5 C -0.4828 0.6214 1.0111  -0.49
6 O -1.6284 1.0370 1.1509  0.05
7 N 0.4887 0.6030 1.9316  0.20
8 H -1.1224 -0.5360 -2.1138  0.11
9 H -1.8570 0.8512 -1.1891  0.09
10 H -0.3222 1.0246 -2.0841  0.13
11 H 0.3677 -1.9325 0.0693  0.18
12 H 1.0680 -1.3769 -1.4300  0.14
13 H 0.2529 0.8615 2.8785  0.12
14 H 1.3809 0.1669 1.6454  0.08


The following is a quantum chemistry calculation of 2 unconnected molecules or ions with the total composition C4H7NO2 in a non-equilibrium geometry, from OMol25.

Summary:
**Orbital gap**: 7.944 eV
**Net charge**: 0

Each line ends with the Löwdin charge.
CARTESIAN COORDINATES (ANGSTROEM)
1 C -1.6458 1.0985 -1.3194  -0.06
2 C -0.0359 -1.4157 -0.2287  0.02
3 C 0.7533 1.9141 0.9776  -0.09
4 C 0.6894 -0.1616 -0.0784  -0.47
5 N -2.3025 0.4891 -2.0172  0.08
6 O 1.5792 0.1259 -1.0738  0.12
7 O 0.4107 0.5904 0.9043  -0.04
8 H 0.6309 -2.2080 -0.7046  0.13
9 H -0.5102 -1.6194 0.6288  0.06
10 H -0.7817 -1.3977 -1.0150  0.07
11 H 1.4853 2.2812 0.3906  -0.02
12 H 0.8037 2.2863 2.0205  0.06
13 H -0.9902 1.4640 -0.5847  0.02
14 H 2.0222 0.8945 -0.5787  0.13


The following is a quantum chemistry calculation of 2 unconnected molecules or ions with the total composition C4H7NO2 in a non-equilibrium geometry, from OMol25.

Summary:
**Orbital gap**: 10.849 eV
**Net charge**: 0

Each line ends with the Löwdin charge.
CARTESIAN COORDINATES (ANGSTROEM)
1 O 2.3287 -0.4726 -0.1617  -0.06
2 C 1.2324 0.3916 -0.4123  -0.25
3 C 0.0503 0.0134 0.4570  -0.47
4 C -0.6036 -1.3040 0.1322  -0.05
5 N -0.2706 0.8081 1.3992  0.14
6 C -1.8078 1.4915 -1.4727  0.03
7 O -2.6947 2.0347 -1.0185  0.05
8 H 2.6277 -0.2887 0.7383  0.09
9 H 1.4816 1.4431 -0.2238  0.12
10 H 0.9837 0.2696 -1.4718  0.11
11 H 0.1563 -2.0896 0.0709  0.08
12 H -1.3574 -1.5812 0.8758  0.08
13 H -1.0554 0.4262 1.9344  0.05
14 H -1.0867 -1.2399 -0.8512  0.07


The following is a quantum chemistry calculation of C4H7NO2 in the gas phase, from OMol25.

Summary:
**Orbital gap**: 10.826 eV
**Net charge**: 0
**SMILES**: O=C[C@]1(CO)CN1

Each line ends with the Löwdin charge.
CARTESIAN COORDINATES (ANGSTROEM)
1 O 1.9953 -0.9867 1.1922  0.06
2 C 1.6213 -0.1883 0.3641  -0.18
3 C 0.1727 0.0333 0.0648  -0.39
4 C -0.2058 0.6274 -1.2947  -0.21
5 O -1.2692 -0.0673 -1.8866  -0.06
6 C -0.6873 0.2422 1.2666  -0.07
7 N -0.7222 -1.0147 0.5499  0.06
8 H 2.3429 0.4208 -0.2175  0.14
9 H 0.6768 0.5942 -1.9544  0.12
10 H -0.4785 1.6852 -1.1721  0.12
11 H -1.5080 -0.7720 -1.2581  0.07
12 H -1.5645 0.8757 1.1497  0.12
13 H -0.2020 0.2664 2.2413  0.12
14 H -0.1632 -1.7184 1.0324  0.11


The following is a quantum chemistry calculation of C4H7NO2 in the gas phase in a non-equilibrium geometry, from OMol25.

Summary:
**Orbital gap**: 10.272 eV
**Net charge**: 0
**SMILES**: O=C1C[C@H](CO)N1

Each line ends with the Löwdin charge.
CARTESIAN COORDINATES (ANGSTROEM)
1 O 1.5643 -2.3184 0.0101  0.05
2 C 0.8977 -1.3033 0.1620  -0.51
3 C -0.6793 -1.1201 0.0776  -0.06
4 C -0.4510 0.3102 0.4455  -0.30
5 C -0.9281 1.1893 -0.7232  -0.15
6 O -1.0139 2.7252 -0.3561  -0.18
7 N 0.9403 -0.0831 0.5909  0.08
8 H -1.4456 -1.2466 -0.8981  0.17
9 H -1.2121 -1.7419 0.7973  0.11
10 H -0.5916 0.7826 1.4783  0.17
11 H -0.4839 0.9017 -1.6787  0.12
12 H -1.9813 0.8854 -0.8982  0.11
13 H -0.2411 3.2484 -0.9769  0.17
14 H 1.9340 0.0403 1.0359  0.22


The following is a quantum chemistry calculation of C4H7NO2 in the gas phase, from OMol25.

Summary:
**Orbital gap**: 10.858 eV
**Net charge**: 0
**SMILES**: NC(=O)C[C@H]1CO1

Each line ends with the Löwdin charge.
CARTESIAN COORDINATES (ANGSTROEM)
1 N 1.7587 0.5740 1.7766  0.15
2 C 0.5628 0.5599 1.1177  -0.53
3 O -0.2653 1.4413 1.2570  0.06
4 C 0.3646 -0.6455 0.2029  -0.07
5 C -1.0242 -0.7132 -0.3834  -0.31
6 C -1.4654 0.2773 -1.3574  -0.11
7 O -1.0989 -1.0345 -1.7681  -0.04
8 H 1.9912 1.4041 2.3008  0.11
9 H 2.4952 -0.0777 1.5600  0.10
10 H 0.5990 -1.5659 0.7520  0.12
11 H 1.0793 -0.5835 -0.6283  0.14
12 H -1.7807 -1.2071 0.2273  0.15
13 H -0.7799 1.0737 -1.6465  0.12
14 H -2.5240 0.5193 -1.4431  0.12


The following is a quantum chemistry calculation of C4H7NO2 in the gas phase in a non-equilibrium geometry, from OMol25.

Summary:
**Orbital gap**: 10.397 eV
**Net charge**: 0
**SMILES**: O=C1CNC[C@@H]1O

Each line ends with the Löwdin charge.
CARTESIAN COORDINATES (ANGSTROEM)
1 O 0.5291 -2.2435 0.3739  0.11
2 C 0.0774 -1.1264 0.2723  -0.33
3 C -1.1772 -0.6534 -0.4429  -0.14
4 N -1.2694 0.7159 0.0286  -0.08
5 C 0.0938 1.1624 -0.2064  -0.16
6 C 0.8246 0.1419 0.6826  -0.32
7 O 2.2005 0.0392 0.4800  0.00
8 H -0.8106 -0.6317 -1.5387  0.15
9 H -2.0843 -1.2442 -0.3017  0.13
10 H -1.9708 1.2691 -0.4455  0.12
11 H 0.2470 2.2121 0.0676  0.13
12 H 0.3467 0.9262 -1.3124  0.14
13 H 0.5765 0.3306 1.7435  0.17
14 H 2.4168 -0.8983 0.5990  0.10


The following is a quantum chemistry calculation of 2 unconnected molecules or ions with the total composition C4H7NO2 in a non-equilibrium geometry, from OMol25.

Summary:
**Orbital gap**: 9.483 eV
**Net charge**: 0
**SMILES**: N[C@@]12C[C@@H]1O2.C=O

Each line ends with the Löwdin charge.
CARTESIAN COORDINATES (ANGSTROEM)
1 N 1.6425 0.6718 1.8234  0.12
2 C 0.6546 0.1178 1.0138  -0.49
3 C 0.6125 -1.1476 0.2294  0.00
4 C -0.5604 -0.6788 1.0081  -0.12
5 O -0.5557 0.7419 0.5979  -0.03
6 H 1.2683 1.2540 2.5627  0.09
7 H 2.3292 1.1926 1.2809  0.09
8 H 1.1577 -1.9774 0.6880  0.12
9 H 0.5514 -1.1504 -0.8442  0.08
10 H -1.2138 -1.0105 1.7947  0.13
11 C -1.4462 0.4931 -1.9586  -0.16
12 O -1.4244 -0.6607 -2.3158  -0.02
13 H -0.5807 1.1690 -2.0991  0.09
14 H -2.3572 0.9520 -1.5294  0.09


The following is a quantum chemistry calculation of C4H7NO2 in the gas phase, from OMol25.

Summary:
**Orbital gap**: 10.303 eV
**Net charge**: 0
**SMILES**: CCC(=O)C(N)=O

Each line ends with the Löwdin charge.
CARTESIAN COORDINATES (ANGSTROEM)
1 C 0.9945 1.8047 0.8637  -0.09
2 C 0.2427 0.9178 -0.1211  -0.18
3 C 0.1198 -0.5118 0.3512  -0.33
4 O 0.8923 -1.0327 1.1264  0.12
5 C -1.1004 -1.2839 -0.1668  -0.49
6 N -0.8978 -2.0631 -1.2594  0.18
7 O -2.1741 -1.1344 0.3867  0.08
8 H 0.5067 1.7794 1.8438  0.08
9 H 2.0224 1.4570 0.9946  0.08
10 H 1.0125 2.8400 0.5081  0.07
11 H -0.7593 1.3009 -0.3364  0.12
12 H 0.7635 0.8769 -1.0877  0.13
13 H 0.0402 -2.2971 -1.5461  0.11
14 H -1.6629 -2.6538 -1.5571  0.12


Energy relative to the best compared isomer or geometry (same formula, charge and spin), respectively: 3.739; 5.547; 1.592; 2.283; 4.004; 1.394; 1.592; 4.901; 0.488 eV.